Entry from OMol25: C23H44HfNP3Se as an isolated structure in a non-equilibrium geometry (the ωB97M-V functional and the def2-TZVPD basis).

XYZ file:
```
73
Properties=species:S:1:pos:R:3:forces:R:3:mulliken_charge:R:1
Hf -0.1766 0.2582 0.5016 -1.3 1.5 0.9 0.273
P 1.0532 -1.6648 1.6558 1.6 -2.3 1.7 1.231
P 2.0933 1.5469 0.3811 2.9 1.3 -0.4 1.091
P -1.9268 -1.4571 -0.3566 -1.9 -2.1 -1.2 0.941
H -0.7214 3.5862 -3.5767 -0.4 -0.4 0.0 0.423
C -1.6757 3.1979 -3.1968 0.0 0.2 0.1 -0.983
C -1.7932 2.6205 -1.9980 -0.6 0.3 -0.5 0.181
H -0.9225 2.3728 -1.3751 0.2 0.4 0.1 -0.072
C 2.1231 -2.8938 0.7989 0.0 0.1 -0.9 -1.516
C 2.2168 -1.1570 2.9739 -0.1 0.7 0.1 -0.974
C 0.0013 -2.7974 2.6204 -0.7 0.0 0.0 -0.930
C 2.1547 2.7407 -1.0090 -0.7 0.0 -0.3 -1.241
C 2.5863 2.6363 1.7659 -0.5 0.0 0.6 -1.413
C 3.6906 0.6864 0.0696 0.0 -0.6 -0.1 -1.274
C -2.8213 -0.8965 -1.8519 0.2 0.7 0.0 -1.103
C -3.3206 -1.8247 0.7690 0.2 0.3 0.6 -1.353
C -1.4333 -3.1302 -0.9433 0.6 0.1 0.2 -1.206
H -2.5526 3.3590 -3.8483 0.4 0.1 0.6 0.297
H -2.7846 2.4718 -1.5750 0.2 -0.4 0.0 0.316
H 2.5177 -3.5760 1.5739 -0.3 0.4 -0.2 0.591
H 2.9739 -2.4047 0.2975 -0.3 -0.2 0.1 0.380
H 1.5507 -3.4862 0.0675 0.2 0.2 0.2 0.383
H 2.8620 -2.0215 3.1897 -0.2 0.2 0.0 0.545
H 1.6372 -0.8863 3.8651 0.2 0.0 -0.1 0.267
H 2.8442 -0.3127 2.6636 -0.1 -0.2 0.2 0.169
H 0.6714 -3.5242 3.1094 -0.2 0.3 -0.2 0.542
H -0.7066 -3.3394 1.9766 0.2 0.1 0.3 0.296
H -0.5407 -2.2375 3.3958 0.1 -0.2 -0.2 0.129
H 2.9876 3.4372 -0.8400 -0.2 -0.2 0.0 0.529
H 1.2205 3.3110 -1.0666 0.2 0.1 -0.1 0.364
H 2.3099 2.2120 -1.9552 0.0 0.1 0.1 0.413
H 3.5887 3.0446 1.5535 -0.4 -0.2 0.0 0.601
H 2.6078 2.0837 2.7186 0.1 0.3 -0.3 0.356
H 1.8677 3.4659 1.8465 0.3 -0.2 0.1 0.427
H 4.4814 1.4551 0.1184 -0.4 -0.3 0.0 0.543
H 3.6920 0.2340 -0.9340 0.1 0.2 0.4 0.349
H 3.9124 -0.0892 0.8174 0.0 0.3 -0.3 0.353
H -3.6052 -1.6279 -2.0898 0.2 0.1 0.2 0.535
H -2.1333 -0.8125 -2.6995 -0.1 0.0 0.0 0.291
H -3.2832 0.0778 -1.6653 0.0 -0.1 -0.2 0.376
H -3.8933 -2.6732 0.3695 0.2 0.2 0.0 0.531
H -3.9775 -0.9461 0.8319 0.1 -0.3 0.0 0.475
H -2.9570 -2.0773 1.7747 -0.2 0.0 -0.2 0.347
H -2.3188 -3.5659 -1.4261 0.2 0.1 0.2 0.566
H -1.1098 -3.7784 -0.1172 -0.1 0.1 -0.3 0.367
H -0.6265 -3.0421 -1.6850 -0.3 -0.1 0.2 0.225
C 0.5380 -0.3600 -3.8643 -0.1 -0.3 -1.2 0.496
C 0.1063 0.8663 -4.3473 -0.3 0.6 0.7 0.541
C -0.3966 0.9568 -5.6766 0.5 -0.7 0.5 -0.534
C -0.2839 -0.1703 -6.5173 -0.2 0.5 0.1 -0.583
C 0.2492 -1.3622 -6.0188 0.0 0.3 -0.1 -0.638
C 0.6456 -1.4650 -4.6903 0.2 -0.6 0.9 -0.533
Se 1.0929 -0.6495 -1.8478 -0.3 0.7 -1.5 -0.113
H 0.0774 0.4398 -1.6772 -0.1 0.4 0.0 -0.090
H 0.1225 1.7169 -3.6525 -0.1 -0.4 -0.8 -0.218
H -0.8736 1.8835 -6.0352 0.5 -0.5 0.2 0.437
H -0.6160 -0.1036 -7.5680 0.2 -0.1 0.7 0.414
H 0.3639 -2.2353 -6.6522 0.0 0.1 0.0 0.434
H 1.0360 -2.3919 -4.2864 -0.1 -0.1 -0.3 0.435
N -1.5312 1.7447 1.7806 -0.4 0.0 -0.5 -0.576
C -1.3199 1.3916 3.2163 0.8 -0.4 -1.2 -0.039
C -2.0011 0.2978 3.7191 0.2 -0.8 -0.1 -0.266
C -1.5582 -0.2761 4.9134 0.0 0.4 0.2 -0.723
C -0.4722 0.2700 5.6057 0.0 0.2 -0.4 -0.558
C 0.2080 1.3691 5.0617 -0.5 0.2 0.1 -0.818
C -0.2397 1.9623 3.8751 0.8 -0.3 0.0 -0.364
H -2.5358 1.6849 1.5491 0.2 -0.1 0.1 0.411
H -1.3403 2.7384 1.6112 0.2 0.0 0.2 0.407
H -2.7999 -0.1604 3.1366 -0.1 0.1 0.3 0.576
H -2.0653 -1.1386 5.3166 -0.2 -0.1 0.1 0.583
H -0.1553 -0.1514 6.5603 -0.1 0.0 -0.3 0.461
H 1.0746 1.7748 5.5712 -0.1 0.1 0.0 0.523
H 0.3109 2.7923 3.4205 -0.3 -0.2 0.3 0.699
```
Positions in Å, forces in eV/Å.

Its net charge is +4. The calculation puts the HOMO-LUMO gap at 5.138 eV. Its total energy is -120531.914 eV. The calculation puts the molar mass at 684.98 g mol⁻¹. The energy above the lowest of the compared OMol25 structures with the same formula, charge and spin is 0.0 kcal/mol.